No. 1
Formula: C20H39O5P3Pd
Source: the Open Molecules 2025 dataset
Level of theory: the ωB97M-V functional and the def2-TZVPD basis

Calculated values
**Net charge**: +2
**Energy relative to the best compared isomer or geometry (same formula, charge and spin)**: 0.089 eV
**Multiplicity**: 1
**Orbital gap**: 7.463 eV

CARTESIAN COORDINATES (ANGSTROEM)
Pd 0.292 0.337 -0.353
O 1.166 -0.240 -3.834
C 0.320 -0.439 -3.007
O 0.559 -1.059 -1.843
C -1.118 0.023 -3.215
C -2.061 -0.545 -2.165
C -3.522 -0.265 -2.482
C -3.646 1.244 -2.164
C -2.219 1.590 -1.769
O -1.810 0.382 -1.029
C -1.285 1.560 -2.993
C -0.013 2.316 -2.681
O 0.342 3.290 -3.281
O 0.672 1.934 -1.583
H -1.410 -0.257 -4.226
H -1.815 -1.559 -1.875
H -3.743 -0.503 -3.521
H -4.181 -0.861 -1.855
H -3.979 1.840 -3.011
H -4.327 1.422 -1.335
H -2.108 2.452 -1.125
H -1.746 2.045 -3.850
C 0.445 2.287 2.701
P 0.466 2.367 0.889
C -0.677 3.701 0.508
C 2.166 2.905 0.535
C 3.085 1.734 0.845
P 2.578 0.260 -0.101
C 3.284 0.351 -1.740
C 3.383 -1.104 0.756
H 0.942 3.181 3.084
H 0.953 1.407 3.086
H -0.578 2.292 3.070
H -0.493 4.485 1.247
H -1.710 3.377 0.619
H -0.500 4.089 -0.494
H 2.391 3.784 1.144
H 2.219 3.185 -0.514
H 3.059 1.463 1.904
H 4.126 1.948 0.593
H 4.355 0.531 -1.615
H 2.826 1.158 -2.310
H 3.107 -0.578 -2.277
H 4.409 -0.759 0.918
H 3.419 -2.004 0.149
H 2.942 -1.317 1.727
C -0.969 -0.607 3.439
C 0.155 -1.395 2.758
P -0.115 -1.560 0.964
C 0.808 -2.983 0.287
C 1.360 -3.968 1.317
C -1.875 -2.006 0.849
C -2.191 -3.312 1.587
H -0.657 -0.280 4.429
H -1.851 -1.230 3.567
H -1.271 0.266 2.867
H 0.182 -2.407 3.168
H 1.141 -0.968 2.947
H 1.578 -2.608 -0.383
H 0.091 -3.473 -0.377
H 2.108 -3.515 1.968
H 1.837 -4.798 0.796
H 0.577 -4.387 1.947
H -2.135 -2.105 -0.201
H -2.460 -1.172 1.239
H -1.650 -4.159 1.166
H -3.254 -3.525 1.483
H -1.974 -3.257 2.653

No. 2
Formula: C6H5O2P
Source: the Open Molecules 2025 dataset
Level of theory: the ωB97M-V functional and the def2-TZVPD basis

Calculated values
**Energy relative to the best compared isomer or geometry (same formula, charge and spin)**: 4.459 eV
**Multiplicity**: 1
**Orbital gap (spin up / spin down)**: 7.524 / 7.721 eV

CARTESIAN COORDINATES (ANGSTROEM)
C -0.970 -0.934 0.106
C -1.203 0.571 -0.169
C 0.352 -1.001 0.942
C -0.207 1.420 -0.386
C 1.302 -0.029 0.825
C 1.156 0.887 -0.309
O -1.042 -1.488 -1.243
O 0.039 -1.319 -1.916
P 2.432 1.547 -1.206
H -1.852 -1.434 0.611
H -2.227 0.957 0.151
H 0.310 -1.663 1.714
H -0.369 2.464 -0.471
H 2.280 0.023 1.351

no.,E_tot (eV)
1,-62943.78312
2,-19678.91021